Entry 1:
Here is a single C6H14O molecule in a non-equilibrium geometry from OMol25. Energies are from the ωB97M-V functional and the def2-TZVPD basis.

Output
HOMO-LUMO gap, eV: 11.021
HOMO level, eV: -10.031
Energy above the lowest of the compared OMol25 structures with the same formula, charge and spin, kcal per mole: 66.87

Element x y z (Å)
C 1.5292 -1.7608 1.2324
O 0.9577 -1.0160 2.4545
C 0.7440 -1.4027 -0.0294
C 0.3163 0.1208 -0.2349
C -1.1221 0.6482 -0.0300
C -1.6698 1.0764 -1.3185
C -0.9098 2.2062 -2.0357
H 1.4065 -2.8230 1.4809
H 2.6004 -1.5928 1.1402
H 1.4396 -0.2336 2.4784
H 1.4176 -1.8259 -0.9313
H -0.2409 -1.9435 0.0189
H 0.7301 0.4422 0.7405
H 0.8017 0.3981 -1.1734
H -1.6760 -0.2606 0.4677
H -1.1308 1.3363 0.8691
H -2.7252 1.5079 -1.1630
H -1.7939 0.3960 -2.2806
H -0.1194 1.6537 -2.6218
H -0.1966 2.8457 -1.5122
H -1.5018 2.8988 -2.6525


Entry 2:
Here is a 2-piece molecular cluster, C6H14O overall from OMol25. Energies are from the ωB97M-V functional and the def2-TZVPD basis.

Output
HOMO-LUMO gap, eV: 11.354
HOMO level, eV: -10.324
Energy above the lowest of the compared OMol25 structures with the same formula, charge and spin, kcal per mole: 19.23

Element x y z (Å)
C -0.7656 -0.3110 -0.7667
C -1.9344 -0.2452 0.2392
C -1.9148 1.2082 0.7218
C -0.4176 1.4648 0.8954
C 0.1861 0.8595 -0.3818
O 1.9766 -1.3943 0.6633
C 2.7125 -1.4852 -0.5404
H -0.2916 -1.3028 -0.7642
H 1.0420 -1.5066 0.4518
H -1.1348 -0.1734 -1.7876
H -2.8875 -0.5550 -0.2002
H -1.7419 -0.9080 1.0936
H -2.3021 1.8636 -0.0709
H -2.5088 1.3822 1.6247
H -0.0499 0.9185 1.7759
H -0.1558 2.5194 1.0316
H 0.1900 1.6040 -1.1844
H 1.2196 0.5558 -0.2167
H 2.1169 -1.2138 -1.4245
H 3.1111 -2.4983 -0.6840
H 3.5499 -0.7824 -0.4759


Entry 3:
Here is C6H14O as an isolated structure from OMol25. Energies are from the ωB97M-V functional and the def2-TZVPD basis.

Output
HOMO-LUMO gap (alpha / beta), eV: 8.220 / 8.222
HOMO level (alpha / beta), eV: -7.300 / -7.301
Energy above the lowest of the compared OMol25 structures with the same formula, charge and spin, kcal per mole: 104.48

Element x y z (Å)
C 0.7166 -1.5597 -3.0225
C 1.1831 -0.9316 -1.7124
C 0.0545 -0.2268 -0.9630
C 0.5121 0.3794 0.3686
C -0.5780 1.1246 1.0614
O -0.7281 0.9424 2.3376
C -1.7159 1.4515 3.0514
H 1.5360 -2.0717 -3.5388
H 0.3113 -0.7993 -3.7004
H -0.0771 -2.2935 -2.8423
H 1.6171 -1.7061 -1.0655
H 1.9893 -0.2134 -1.9129
H -0.3671 0.5647 -1.5992
H -0.7633 -0.9328 -0.7699
H 1.3694 1.0440 0.1774
H 0.8696 -0.4096 1.0402
H -1.0207 2.0204 0.6315
H -2.5357 0.4563 0.9887
H -2.1126 2.4177 2.7535
H -1.6672 1.1752 4.0941
H -2.8526 0.6036 1.7026


Entry 4:
Here is a single C6H14O molecule from OMol25. Energies are from the ωB97M-V functional and the def2-TZVPD basis.

Output
HOMO-LUMO gap, eV: 10.952
HOMO level, eV: -9.812
Energy above the lowest of the compared OMol25 structures with the same formula, charge and spin, kcal per mole: 16.58

Element x y z (Å)
C 2.4623 -2.5321 -0.3030
C 1.8596 -1.2994 0.3655
C 0.6751 -0.7387 -0.4161
C -0.0078 0.4383 0.2718
C -1.1769 0.9611 -0.5420
O -1.9347 1.8439 0.2458
C -3.0870 2.2609 -0.4327
H 3.3110 -2.9252 0.2670
H 2.8116 -2.2959 -1.3159
H 1.7164 -3.3319 -0.3881
H 1.5301 -1.5521 1.3823
H 2.6267 -0.5209 0.4759
H 1.0127 -0.4411 -1.4192
H -0.0643 -1.5377 -0.5708
H 0.7106 1.2483 0.4508
H -0.3836 0.1326 1.2558
H -0.8175 1.4718 -1.4536
H -1.8227 0.1258 -0.8811
H -2.8395 2.8368 -1.3392
H -3.6659 2.8909 0.2471
H -3.6902 1.3880 -0.7390


Entry 5:
Here is a 3-piece molecular cluster, C6H14O overall in a non-equilibrium geometry from OMol25. Energies are from the ωB97M-V functional and the def2-TZVPD basis.

Output
HOMO-LUMO gap (alpha / beta), eV: 9.244 / 9.768
HOMO level (alpha / beta), eV: -9.481 / -8.848
Energy above the lowest of the compared OMol25 structures with the same formula, charge and spin, kcal per mole: 170.62

Element x y z (Å)
C -3.3334 0.3337 0.2812
C -2.0792 0.8161 -0.1054
C -0.8379 0.4793 0.6714
C 0.3513 0.2909 -0.2648
C 1.6534 -0.1241 0.4139
C 2.7542 -0.4143 -0.5939
O 3.9290 -0.7529 0.1179
H -3.4144 -3.1234 0.7043
H -4.1574 1.0346 0.1858
H -3.4528 -0.3988 1.0744
H -2.0116 -0.9491 -1.8464
H -2.0168 1.7674 -0.6431
H -0.5876 1.2858 1.3743
H -0.9942 -0.4236 1.2732
H 0.5181 1.2038 -0.8541
H 0.1139 -0.5121 -0.9724
H 1.9695 0.6790 1.0891
H 1.4964 -1.0167 1.0314
H 2.4596 -1.2490 -1.2543
H 2.9281 0.4672 -1.2349
H 4.6207 -0.9370 -0.5290


Entry 6:
Here is a single C6H14O molecule in a non-equilibrium geometry from OMol25. Energies are from the ωB97M-V functional and the def2-TZVPD basis.

Output
HOMO-LUMO gap, eV: 11.293
HOMO level, eV: -10.281
Energy above the lowest of the compared OMol25 structures with the same formula, charge and spin, kcal per mole: 17.23

Element x y z (Å)
C -1.1399 1.8034 -0.0450
O -2.3173 1.6384 0.7795
C -0.0333 1.0234 0.6169
C -0.3359 -0.4804 0.6876
C 0.8500 -1.4481 0.6527
C 1.2351 -1.8749 -0.7692
C 1.7481 -0.7545 -1.6874
H -0.9022 2.8521 -0.2424
H -1.3784 1.3204 -1.0021
H -3.0244 2.0966 0.3111
H 0.8858 1.2279 0.0691
H 0.1664 1.3765 1.6309
H -0.9769 -0.7006 1.5411
H -1.0070 -0.7017 -0.1602
H 1.7463 -1.0407 1.1265
H 0.5089 -2.3558 1.1281
H 0.3762 -2.4067 -1.2034
H 1.9755 -2.6726 -0.7354
H 0.9747 -0.3039 -2.3001
H 2.5328 -1.1284 -2.3362
H 2.1812 0.0014 -1.0441


Entry 7:
Here is a single C6H14O2 molecule in a non-equilibrium geometry from OMol25. Energies are from the ωB97M-V functional and the def2-TZVPD basis.

Output
HOMO-LUMO gap, eV: 10.483
HOMO level, eV: -9.708
Energy above the lowest of the compared OMol25 structures with the same formula, charge and spin, kcal per mole: 17.46

Element x y z (Å)
C -0.0629 0.0672 0.0328
C 1.2262 -0.6713 -0.3234
C 2.4411 -0.2379 0.6298
C -1.2676 -0.9246 -0.3770
C -0.1517 1.3988 -0.7080
C -2.6451 -0.2764 -0.3313
O -0.1502 0.3638 1.4142
O 2.5431 1.1357 0.8912
H -0.1897 -0.4631 1.9076
H 1.7397 1.3891 1.3682
H 1.4950 -0.4437 -1.3531
H 1.1243 -1.7522 -0.2168
H 2.3565 -0.8012 1.5713
H 3.3733 -0.5237 0.1370
H -1.0919 -1.3504 -1.3660
H -1.2453 -1.7543 0.3371
H -0.3313 1.2273 -1.7656
H 0.7676 1.9662 -0.5901
H -0.9600 1.9954 -0.2937
H -2.7712 0.2700 0.6021
H -3.4269 -1.0310 -0.4063
H -2.7730 0.4163 -1.1599


Entry 8:
Here is a 2-piece molecular cluster, C6H14O2 overall in a non-equilibrium geometry from OMol25. Energies are from the ωB97M-V functional and the def2-TZVPD basis.

Output
HOMO-LUMO gap, eV: 9.448
HOMO level, eV: -8.611
Energy above the lowest of the compared OMol25 structures with the same formula, charge and spin, kcal per mole: 80.59

Element x y z (Å)
C -1.2240 -1.4030 -2.7504
O -0.0393 -2.0410 -3.0844
C -0.7534 -0.1331 -2.1811
C -1.4485 0.3264 -0.9402
C -0.7966 -0.0417 0.4021
C -1.2685 0.1408 1.6417
C -0.4949 0.1999 2.9242
H -1.7163 -1.9788 -1.9999
H -1.7861 -1.3898 -3.6712
H 0.4412 -1.6673 -3.8383
H -0.5796 0.6607 -2.9438
H 0.2273 -0.1592 -1.8388
H -2.5827 0.1872 -0.9380
H -1.4700 1.4353 -0.7500
H 0.1942 -0.3645 0.2208
H -2.3417 0.3765 1.7560
H 0.4782 0.6857 2.9505
H -1.2590 0.5013 3.7295
H -0.1703 -0.8747 2.8701
H 5.9371 2.1466 2.1961
H 5.0076 1.8626 3.3889
O 5.6455 1.5300 2.8562


Entry 9:
Here is a 2-piece molecular cluster, C6H14O2 overall in a non-equilibrium geometry from OMol25. Energies are from the ωB97M-V functional and the def2-TZVPD basis.

Output
HOMO-LUMO gap, eV: 10.517
HOMO level, eV: -9.817
Energy above the lowest of the compared OMol25 structures with the same formula, charge and spin, kcal per mole: 34.58

Element x y z (Å)
O 1.0886 2.2762 -2.4938
C 1.7339 1.6133 -1.7283
C 1.3407 1.2970 -0.3182
C -0.0580 0.6315 -0.2184
C -0.0416 -0.6728 -1.0849
C -0.3215 0.3490 1.2513
C -1.7778 0.2345 1.6569
H 2.7054 1.1741 -2.0414
H 1.2697 2.2752 0.1783
H 2.0951 0.7794 0.2758
H -0.7643 1.3350 -0.6551
H -0.9331 -0.8816 -1.6662
H 0.7748 -0.5082 -1.7920
H 0.3722 -1.4407 -0.4487
H 0.1686 1.1012 1.8802
H 0.2159 -0.5433 1.5903
H -2.3990 0.8778 1.0221
H -2.2785 -0.7153 1.4328
H -2.0205 0.4667 2.6905
H -1.0560 -2.9579 -0.1092
H 0.3254 -3.4294 0.0100
O -0.4401 -3.2617 0.5680


Entry 10:
Here is C6H14O3Si as an isolated structure in a non-equilibrium geometry from OMol25. Energies are from the ωB97M-V functional and the def2-TZVPD basis.

Output
HOMO-LUMO gap, eV: 10.411
HOMO level, eV: -10.265
Energy above the lowest of the compared OMol25 structures with the same formula, charge and spin, kcal per mole: 0.42

Element x y z (Å)
O -1.5391 0.3268 0.4179
O 0.9785 -0.6875 0.7110
O 0.1209 0.5037 -1.7045
Si -0.1359 0.1036 -0.1557
C 2.6159 -2.4048 2.4781
C -2.0308 2.5751 -1.9625
C 0.6143 -0.8510 2.0517
C -0.9982 0.2989 -2.5403
C 1.8147 -1.1908 2.9429
C -1.6176 1.5853 -3.0667
H 3.3546 -2.7873 3.2172
H 3.1913 -2.1749 1.5849
H 1.9455 -3.2196 2.1817
H -2.4768 2.0417 -1.1307
H -2.7824 3.3332 -2.3352
H -1.1794 3.0737 -1.4662
H 0.0611 0.0739 2.3479
H -0.1176 -1.6621 2.1050
H -1.7560 -0.2847 -1.9804
H -0.6091 -0.3745 -3.3548
H 1.4915 -1.3307 3.9863
H 2.4857 -0.3313 3.0636
H -0.9267 2.0630 -3.7541
H -2.5044 1.3204 -3.6370


Entry 11:
Here is C6H14O3Sm as an isolated structure in a non-equilibrium geometry from OMol25. Energies are from the ωB97M-V functional and the def2-TZVPD basis.

Output
Spin multiplicity: 6
HOMO-LUMO gap (alpha / beta), eV: 5.614 / 7.866
HOMO level (alpha / beta), eV: -21.078 / -21.101
Energy above the lowest of the compared OMol25 structures with the same formula, charge and spin, kcal per mole: 0.00
Charge: +3
<S²>: 8.7687

Element x y z (Å)
H -1.6006 -1.4746 -0.4654
C -0.8238 -1.5022 -2.0621
H -0.2924 -1.6277 -3.0160
H -1.8281 -1.3313 -2.4652
H -0.3721 -2.3459 -1.5242
C -2.0622 -0.8615 0.8503
O -1.4490 0.3111 1.1232
C -0.2988 0.2461 2.0058
C 0.6360 1.4061 1.7542
O 0.8218 1.6573 0.3651
C 1.9168 1.1138 -0.3955
C 1.3581 0.0483 -1.3259
O 0.0232 0.2531 -1.7709
H -1.6994 -1.6971 1.4621
H -3.1392 -0.7246 0.7009
H 0.2303 -0.6957 1.8010
H -0.6740 0.2614 3.0363
H 1.6174 1.1889 2.1953
H 0.1982 2.3247 2.1622
H 2.6657 0.6811 0.2798
H 2.4038 1.9366 -0.9322
H 1.2686 -0.8344 -0.6668
H 2.0751 -0.1963 -2.1237
Sm -0.9755 1.8629 -0.9883


Entry 12:
Here is C6H14O3Yb as an isolated structure in a non-equilibrium geometry from OMol25. Energies are from the ωB97M-V functional and the def2-TZVPD basis.

Output
Spin multiplicity: 2
HOMO-LUMO gap (alpha / beta), eV: 7.773 / 6.759
HOMO level (alpha / beta), eV: -21.699 / -21.698
Energy above the lowest of the compared OMol25 structures with the same formula, charge and spin, kcal per mole: 0.00
Charge: +3
<S²>: 0.7514

Element x y z (Å)
H 2.9957 -0.5151 -1.1700
C 3.2132 -0.4132 -2.2638
H 2.3773 -0.0982 -2.9018
H 3.5505 -1.3918 -2.6269
H 4.0205 0.3231 -2.3708
C 1.1482 -1.1526 2.4059
O -0.0922 -1.1261 2.4276
C -0.8370 0.1328 2.5583
C -1.9288 0.1611 1.5216
O -1.4254 0.0040 0.2069
C -1.8174 0.9837 -0.7850
C -0.8804 0.8115 -1.9774
O -0.6484 -0.5235 -2.2986
H 1.7296 -0.2236 2.4741
H 1.6115 -2.1438 2.3687
H -0.1232 0.9591 2.4587
H -1.2693 0.1090 3.5647
H -2.4508 1.1245 1.6040
H -2.6302 -0.6619 1.7005
H -1.7376 1.9941 -0.3616
H -2.8672 0.7817 -1.0423
H 0.0780 1.3004 -1.7190
H -1.3228 1.3790 -2.8162
Yb -0.6937 -1.8142 -0.9577


What did the eleventh record say?
Here is C6H14O3Sm as an isolated structure in a non-equilibrium geometry from OMol25. Energies are from the ωB97M-V functional and the def2-TZVPD basis.

Output
Spin multiplicity: 6
HOMO-LUMO gap (alpha / beta), eV: 5.614 / 7.866
HOMO level (alpha / beta), eV: -21.078 / -21.101
Energy above the lowest of the compared OMol25 structures with the same formula, charge and spin, kcal per mole: 0.00
Charge: +3
<S²>: 8.7687

Element x y z (Å)
H -1.6006 -1.4746 -0.4654
C -0.8238 -1.5022 -2.0621
H -0.2924 -1.6277 -3.0160
H -1.8281 -1.3313 -2.4652
H -0.3721 -2.3459 -1.5242
C -2.0622 -0.8615 0.8503
O -1.4490 0.3111 1.1232
C -0.2988 0.2461 2.0058
C 0.6360 1.4061 1.7542
O 0.8218 1.6573 0.3651
C 1.9168 1.1138 -0.3955
C 1.3581 0.0483 -1.3259
O 0.0232 0.2531 -1.7709
H -1.6994 -1.6971 1.4621
H -3.1392 -0.7246 0.7009
H 0.2303 -0.6957 1.8010
H -0.6740 0.2614 3.0363
H 1.6174 1.1889 2.1953
H 0.1982 2.3247 2.1622
H 2.6657 0.6811 0.2798
H 2.4038 1.9366 -0.9322
H 1.2686 -0.8344 -0.6668
H 2.0751 -0.1963 -2.1237
Sm -0.9755 1.8629 -0.9883